{"formula": "C30H44BiN3O4SSi", "method": "ωB97M-V/def2-TZVPD", "species": ["Bi", "C", "C", "C", "C", "C", "C", "C", "C", "C", "C", "C", "C", "N", "C", "C", "C", "C", "C", "N", "C", "C", "C", "C", "H", "H", "H", "H", "H", "H", "H", "H", "H", "H", "H", "H", "H", "H", "H", "H", "H", "H", "H", "H", "H", "H", "H", "H", "H", "H", "H", "H", "H", "N", "C", "C", "C", "C", "C", "C", "S", "O", "O", "O", "H", "H", "H", "H", "H", "H", "C", "Si", "C", "C", "O", "H", "H", "H", "H", "H", "H", "H", "H", "H"], "xyz": [[-0.5020, -0.1280, -0.7189], [4.2858, 0.3371, -2.6495], [2.9718, -0.2238, -2.1053], [2.2077, -0.9802, -3.1975], [3.1795, -1.1140, -0.8921], [4.1083, -2.1464, -0.9448], [4.2966, -2.9904, 0.1363], [3.5454, -2.8167, 1.2853], [2.5923, -1.8088, 1.3770], [1.7546, -1.6927, 2.6362], [2.6201, -1.3837, 3.8599], [0.9177, -2.9553, 2.8568], [2.4290, -0.9555, 0.2802], [1.4392, 0.0791, 0.3174], [1.6236, 1.1693, 1.0502], [0.7054, 2.1979, 1.0641], [0.7653, 3.4956, 1.6325], [-0.3041, 4.1846, 1.1248], [-1.0005, 3.3048, 0.2382], [-0.4045, 2.1141, 0.2247], [-2.1880, 3.6867, -0.6095], [-1.7112, 4.7186, -1.6460], [-2.7719, 2.4847, -1.3479], [-3.2613, 4.3361, 0.2750], [4.0904, 1.0168, -3.4805], [4.9356, -0.4577, -3.0194], [4.8292, 0.8848, -1.8784], [2.3694, 0.6339, -1.7982], [2.7944, -1.8268, -3.5608], [1.9917, -0.3282, -4.0462], [1.2645, -1.3891, -2.8224], [4.6957, -2.2918, -1.8431], [5.0260, -3.7880, 0.0809], [3.6914, -3.4883, 2.1234], [1.0631, -0.8586, 2.5078], [3.3343, -2.1884, 4.0433], [1.9999, -1.2772, 4.7516], [3.1886, -0.4613, 3.7255], [1.5554, -3.8204, 3.0484], [0.3127, -3.1762, 1.9751], [0.2598, -2.8347, 3.7208], [2.5395, 1.2445, 1.6323], [1.5210, 3.8559, 2.3147], [-0.5770, 5.2072, 1.3321], [-0.9422, 4.2973, -2.2979], [-1.3013, 5.6066, -1.1623], [-2.5567, 5.0268, -2.2632], [-2.0628, 2.0990, -2.0889], [-3.6810, 2.7770, -1.8744], [-3.0589, 1.6878, -0.6588], [-2.9012, 5.2771, 0.6961], [-3.5488, 3.6802, 1.0940], [-4.1629, 4.5299, -0.3071], [-1.4873, -0.4440, 1.3511], [-2.8997, -0.1645, 1.1472], [-3.5608, -0.8497, 0.1361], [-4.8059, -0.3985, -0.2820], [-5.3706, 0.7195, 0.3122], [-4.7457, 1.3207, 1.3965], [-3.4949, 0.8917, 1.8127], [-6.8155, 1.5232, -0.4093], [-7.7992, 1.5164, 0.6522], [-7.1216, 0.6970, -1.5615], [-6.2704, 2.8357, -0.7294], [-1.0819, 0.1710, 2.0520], [-1.2879, -1.4170, 1.5760], [-3.0938, -1.7099, -0.3376], [-5.3293, -0.8645, -1.1071], [-5.2247, 2.1712, 1.8655], [-2.9621, 1.4109, 2.6032], [1.2010, -4.4865, -1.2841], [-0.4434, -3.6157, -1.1582], [-1.6500, -4.6486, -0.1735], [-1.1437, -3.2949, -2.8664], [-0.2149, -2.1807, -0.3801], [1.1288, -5.4118, -1.8617], [1.5903, -4.7337, -0.2931], [1.9354, -3.8384, -1.7696], [-1.8233, -5.6121, -0.6607], [-2.6211, -4.1574, -0.0685], [-1.2669, -4.8538, 0.8296], [-1.3505, -4.2332, -3.3877], [-0.4455, -2.7293, -3.4911], [-2.0858, -2.7387, -2.8247]], "atomic_forces_ev_per_a": [[-0.01, 0.07, 0.00], [0.00, -0.02, 0.00], [0.02, -0.02, 0.01], [0.02, 0.04, 0.03], [-0.02, 0.02, -0.01], [0.03, 0.02, 0.02], [0.01, 0.02, 0.01], [0.02, -0.02, 0.01], [-0.03, 0.02, 0.00], [0.01, 0.00, 0.01], [0.00, 0.00, -0.01], [-0.01, 0.00, -0.01], [0.01, -0.05, -0.04], [0.03, 0.01, -0.02], [0.00, 0.02, -0.01], [0.02, 0.01, -0.03], [-0.01, -0.03, 0.06], [-0.01, 0.03, -0.04], [-0.01, 0.01, 0.05], [0.02, -0.04, 0.00], [0.00, -0.04, -0.01], [0.01, 0.01, 0.00], [0.01, -0.01, 0.01], [-0.01, 0.03, 0.00], [0.00, -0.01, 0.01], [-0.01, 0.02, -0.01], [-0.01, -0.01, -0.01], [-0.02, 0.02, 0.02], [-0.01, -0.01, 0.01], [-0.01, -0.01, 0.01], [0.03, -0.01, -0.02], [-0.01, 0.00, 0.01], [0.00, 0.00, 0.00], [0.00, 0.01, -0.01], [-0.01, 0.02, 0.00], [-0.01, 0.01, 0.01], [0.00, 0.00, -0.01], [-0.01, -0.01, 0.00], [0.00, 0.00, 0.00], [0.02, 0.00, 0.01], [0.01, 0.00, -0.01], [-0.01, 0.00, -0.01], [-0.02, -0.01, -0.02], [0.01, -0.02, -0.01], [-0.01, 0.00, 0.01], [0.00, -0.01, 0.00], [0.01, -0.01, 0.00], [0.00, 0.00, 0.00], [-0.01, -0.01, 0.01], [0.04, 0.04, -0.06], [-0.02, -0.01, 0.00], [0.02, -0.01, 0.02], [0.01, -0.01, -0.02], [-0.01, 0.04, 0.01], [0.01, 0.01, -0.02], [0.02, 0.00, -0.01], [0.00, 0.01, -0.01], [-0.03, 0.01, 0.01], [-0.03, -0.01, 0.04], [-0.01, 0.04, 0.00], [-0.02, -0.14, -0.04], [0.02, 0.04, 0.02], [-0.01, 0.02, 0.02], [0.05, 0.06, 0.00], [-0.03, 0.00, 0.03], [0.04, -0.05, -0.02], [-0.01, 0.01, 0.00], [-0.01, 0.01, 0.02], [0.00, -0.02, 0.00], [-0.01, -0.01, -0.01], [0.00, 0.00, -0.04], [0.01, -0.03, 0.01], [-0.01, -0.02, 0.00], [0.00, 0.02, -0.04], [-0.05, -0.03, 0.05], [-0.01, 0.02, 0.02], [-0.01, 0.01, -0.02], [0.00, -0.04, 0.00], [0.00, 0.02, 0.01], [0.02, -0.01, 0.00], [-0.01, 0.01, -0.01], [0.00, 0.02, 0.02], [-0.04, -0.02, 0.01], [0.02, -0.01, 0.01]], "lowdin_charge": [1.88, -0.06, -0.38, -0.06, -0.14, -0.04, -0.06, -0.03, -0.14, -0.38, -0.05, -0.05, -0.19, -0.15, -0.08, -0.33, -0.01, -0.01, -0.23, -0.03, -0.53, -0.03, -0.06, -0.02, 0.08, 0.08, 0.09, 0.11, 0.09, 0.09, 0.02, 0.11, 0.11, 0.12, 0.10, 0.08, 0.08, 0.08, 0.08, 0.05, 0.09, 0.15, 0.11, 0.11, 0.09, 0.08, 0.10, 0.06, 0.10, 0.04, 0.08, 0.07, 0.09, 0.00, -0.35, -0.07, -0.03, -0.24, -0.05, -0.04, 0.40, -0.34, -0.35, -0.35, 0.10, 0.10, 0.09, 0.12, 0.13, 0.12, -0.15, 0.24, -0.16, -0.17, -0.60, 0.04, 0.03, 0.02, 0.04, 0.02, 0.03, 0.04, 0.02, 0.03], "gap_ha": 0.240, "max_force_ha_per_bohr": 0.0028, "spin_multiplicity": 1, "total_energy_ev": -69039.9095, "total_charge": 0, "e_homo_ev": -7.93}